Molecular formula: C7H8Cl4CuF9O9S3
Method: DFT, ωB97M-V/def2-TZVPD

Total charge: -1
Relative energy (zero: lowest compared OMol25 entry of this formula, charge and spin): 0.0 kcal per mole
E_HOMO (alpha / beta): -5.90 / -5.88 eV
Orbital gap (alpha / beta): 7.772 / 5.444 eV
2S+1: 2

Element x y z (Å)
Cu (-24.027528, -31.370458, 1.858403)
C (-28.335639, -31.937636, -0.160096)
F (-29.490707, -31.684014, 0.533508)
F (-27.897654, -33.164201, 0.183278)
F (-28.558830, -31.945021, -1.487433)
S (-26.972265, -30.662946, 0.128794)
O (-25.827259, -31.354518, 0.731043)
O (-26.620529, -30.040845, -1.120678)
O (-27.599381, -29.759469, 1.076403)
C (-26.444971, -30.328832, 5.826714)
F (-25.377406, -31.054398, 6.233331)
F (-27.480834, -31.155889, 5.573047)
F (-26.726633, -29.397877, 6.680883)
S (-25.957670, -29.480219, 4.196578)
O (-25.145053, -28.284019, 4.501360)
O (-25.164597, -30.455848, 3.432741)
O (-27.232021, -29.138570, 3.532505)
C (-21.407595, -28.559605, -0.034375)
F (-20.557061, -29.343642, -0.713596)
F (-20.945558, -28.256486, 1.111051)
F (-21.596351, -27.469855, -0.735788)
S (-23.156819, -29.425765, 0.037712)
O (-24.089600, -28.961413, -1.006092)
O (-22.916844, -30.884182, -0.044793)
O (-23.753230, -29.293580, 1.387829)
Cl (-26.085317, -33.637027, 2.686044)
C (-25.229664, -35.178139, 2.418990)
C (-24.341298, -35.138986, 1.164199)
Cl (-23.077323, -33.833398, 1.192172)
H (-25.856818, -36.053018, 2.247650)
H (-24.713516, -35.306982, 3.370356)
H (-24.930409, -34.945064, 0.267854)
H (-23.844303, -36.109084, 1.161410)
Cl (-22.180717, -30.713096, 3.504134)
C (-21.084492, -31.798881, 4.493230)
C (-21.953831, -32.562746, 5.489769)
Cl (-23.398893, -33.311375, 4.759948)
H (-20.381948, -31.077707, 4.910884)
H (-20.450440, -32.447232, 3.888485)
H (-22.311856, -31.796254, 6.177094)
H (-21.383257, -33.265561, 6.096882)

Cartesian forces, eV/Å:
Cu -2.1 1.5 -0.6
C 0.5 0.2 0.0
F 1.5 -0.4 -1.2
F -0.5 0.0 0.0
F -0.7 -0.2 0.6
S -0.4 4.2 1.4
O 1.2 -1.9 0.4
O -0.7 -1.3 -0.4
O -0.1 -1.3 -1.0
C 1.3 -0.4 -3.3
F -0.6 0.0 0.6
F 0.5 0.4 0.9
F -0.6 0.2 1.3
S -1.3 3.7 -2.7
O -0.8 -2.0 0.8
O 0.4 -1.6 0.4
O 1.8 -1.1 2.3
C -2.4 -1.4 -2.2
F 0.1 0.0 0.4
F 1.0 0.2 2.2
F 0.1 1.1 -0.6
S -4.3 -0.7 -0.7
O 3.3 0.2 1.4
O 1.3 -0.8 0.0
O 1.4 1.5 0.0
Cl -0.2 -0.4 -0.1
C 0.5 0.5 -0.2
C -0.2 0.3 1.1
Cl -0.2 -0.4 0.0
H -0.6 0.3 0.2
H 0.4 -0.4 -0.4
H 0.1 -0.2 0.1
H 0.3 0.2 -0.5
Cl 0.8 -0.3 0.0
C -0.3 -0.2 -0.7
C 0.2 1.3 0.5
Cl 0.6 -0.1 0.3
H -0.3 -0.1 0.6
H -0.6 0.0 -0.5
H -0.4 -0.2 0.1
H 0.0 -0.3 -0.4

Results of the Löwdin charge analysis, in e, for atoms 1 through 6:
1 Cu 0.4631
2 C -0.5884
3 F 0.1032
4 F 0.0657
5 F 0.1015
6 S 0.5207